Entry from OMol25: C9H8IrN2O4 as an isolated structure (ωB97M-V/def2-TZVPD).

Cartesian coordinates (Å):
Ir  0.276  1.728  -0.920
O  3.154  1.057  -1.929
O  -2.526  2.895  -0.182
O  -0.961  0.776  -3.628
O  1.575  3.128  1.550
N  -0.637  -3.877  2.060
N  -0.044  -0.247  0.131
C  -0.550  -0.278  1.382
C  0.085  -2.641  0.118
C  -0.497  1.104  -2.621
C  1.084  2.597  0.651
C  -1.489  2.457  -0.442
C  0.268  -1.405  -0.490
C  -0.762  -1.469  2.064
C  2.085  1.294  -1.558
C  -0.443  -2.692  1.429
H  -1.012  -3.924  2.996
H  1.021  5.096  -2.298
H  -0.797  0.677  1.861
H  -0.412  -4.756  1.613
H  0.354  -3.543  -0.433
H  0.676  -1.351  -1.505
H  0.725  4.803  -2.923
H  -1.171  -1.431  3.074

- E (eV) = -23433.1846
- charge = +3
- spin multiplicity = 5
- orbital gap (spin up / spin down) (eV) = 6.103 / 3.896
- energy above the lowest of the compared OMol25 structures with the same formula, charge and spin (eV) = 0.997

***

Entry from OMol25: one molecule with the formula C9H8N2 (ωB97M-V/def2-TZVPD).

Cartesian coordinates (Å):
N  0.712  1.452  0.489
N  -1.967  0.353  0.178
C  -0.891  -0.470  0.381
C  -2.626  -1.712  0.761
C  -3.070  -0.506  0.407
C  2.816  1.401  -0.594
C  1.777  2.020  0.160
C  2.512  0.106  -1.130
C  -1.213  -1.694  0.680
C  0.423  0.183  -0.009
C  1.379  -0.544  -0.773
H  -1.913  1.393  -0.006
H  3.681  2.042  -0.723
H  3.202  -0.537  -1.670
H  -4.126  -0.094  0.572
H  1.283  -1.348  -1.162
H  -3.332  -2.757  0.975
H  -0.523  -2.453  0.788
H  1.877  3.166  0.678

- E (eV) = -12439.8390
- spin multiplicity = 1
- SMILES = c1ccc(-c2ccc[nH]2)nc1
- orbital gap (eV) = 8.963
- energy above the lowest of the compared OMol25 structures with the same formula, charge and spin (eV) = 3.348

***

Entry from OMol25: one molecule with the formula C9H8N2 (ωB97M-V/def2-TZVPD).

Cartesian coordinates (Å):
N  2.297  -1.207  -0.001
N  -1.884  -1.972  -0.079
C  0.038  -0.354  0.115
C  1.015  -1.333  -0.031
C  -1.896  1.671  -0.048
C  2.781  0.081  -0.080
C  0.507  0.922  0.142
C  -0.501  1.897  -0.004
C  -2.260  0.303  0.043
C  1.901  1.154  -0.029
C  -1.422  -0.738  -0.045
H  -2.620  2.383  0.034
H  -1.459  -2.685  0.708
H  2.222  2.199  0.085
H  -0.372  3.011  -0.199
H  -3.214  0.001  -0.056
H  0.630  -2.373  -0.102
H  3.880  0.190  -0.018
H  -2.936  -2.090  -0.280

- E (eV) = -12441.1913
- spin multiplicity = 1
- SMILES = Nc1cccc2ccncc12
- orbital gap (eV) = 8.154
- energy above the lowest of the compared OMol25 structures with the same formula, charge and spin (eV) = 1.995

***

Entry from OMol25: C9H8N2O as an isolated structure (ωB97M-V/def2-TZVPD).

Cartesian coordinates (Å):
O  0.227  2.393  0.807
N  -1.188  -0.068  1.061
N  1.901  -0.128  -3.217
C  0.117  -2.517  0.996
C  -1.772  -1.166  1.495
C  0.839  -1.376  0.774
C  -0.072  2.322  -1.938
C  0.324  1.170  -1.315
C  -1.245  -2.371  1.289
C  1.123  0.282  -2.264
C  0.662  1.273  0.163
C  0.078  -0.115  0.592
H  -2.761  -1.120  2.100
H  -1.783  -3.247  1.557
H  1.823  1.412  0.209
H  1.945  -1.144  0.248
H  -0.817  2.105  0.805
H  0.602  -3.491  1.089
H  -0.027  2.167  -2.967
H  0.021  3.619  -1.483

- E (eV) = -14484.3666
- spin multiplicity = 1
- orbital gap (eV) = 9.408
- energy above the lowest of the compared OMol25 structures with the same formula, charge and spin (eV) = 6.425

***

Entry from OMol25: a 2-piece molecular cluster, C9H8N2O2 overall (ωB97M-V/def2-TZVPD).

Cartesian coordinates (Å):
O  1.112  1.760  1.885
O  2.010  1.023  3.855
N  -1.843  -1.297  1.668
N  0.029  -1.810  0.039
C  -0.151  -0.623  -0.506
C  -2.095  -0.335  0.943
C  -0.774  1.775  -1.878
C  1.555  1.390  2.873
C  -1.301  0.153  -0.189
C  0.381  1.062  -2.177
C  0.696  -0.096  -1.510
C  1.232  -2.343  0.541
C  -1.613  1.310  -0.885
H  -1.004  2.691  -2.400
H  1.854  -1.601  1.058
H  -2.497  1.873  -0.623
H  1.050  1.422  -2.945
H  -3.009  0.248  1.090
H  1.818  -2.777  -0.281
H  0.980  -3.156  1.222
H  1.570  -0.670  -1.782

- E (eV) = -16534.5898
- spin multiplicity = 1
- orbital gap (spin up / spin down) (eV) = 6.164 / 6.162
- energy above the lowest of the compared OMol25 structures with the same formula, charge and spin (eV) = 4.216

***

Entry from OMol25: one molecule with the formula C9H8N2O2 (ωB97M-V/def2-TZVPD).

Cartesian coordinates (Å):
O  3.199  0.887  -0.169
O  2.675  -1.945  0.192
N  -1.716  -0.461  -0.023
N  -2.590  1.546  -0.570
C  0.325  -1.805  0.477
C  2.374  1.976  0.073
C  -3.609  0.584  -0.525
C  0.979  1.780  -0.070
C  -0.731  -1.283  0.233
C  -1.498  0.896  -0.345
C  -0.168  1.392  -0.184
C  1.612  -2.414  0.884
C  -3.100  -0.659  -0.207
H  1.742  -2.359  1.966
H  -4.621  0.912  -0.696
H  2.886  -1.024  0.545
H  1.537  -3.492  0.677
H  2.627  2.834  -0.612
H  -3.530  -1.652  -0.098
H  2.803  0.422  -0.910
H  2.603  2.431  1.080

- E (eV) = -16533.0019
- spin multiplicity = 1
- SMILES = OCC#Cc1nccn1C#CCO
- orbital gap (eV) = 9.358
- energy above the lowest of the compared OMol25 structures with the same formula, charge and spin (eV) = 5.804

***

Entry from OMol25: a 2-piece molecular cluster, C9H8N4 overall (ωB97M-V/def2-TZVPD).

Cartesian coordinates (Å):
N  1.103  -1.473  -2.917
N  1.031  -1.901  1.233
N  -1.651  -1.455  -0.134
N  -1.217  -0.700  0.791
C  0.388  2.123  -0.944
C  0.653  -2.541  0.292
C  -0.175  0.885  -0.808
C  0.437  -2.967  -0.986
C  -0.157  1.171  1.563
C  0.891  -2.240  -2.104
C  0.482  2.416  1.414
C  0.514  3.004  0.126
C  -0.493  0.406  0.482
H  -1.128  -0.992  1.791
H  0.777  4.031  -0.033
H  -0.113  -3.880  -1.138
H  -2.062  -2.308  0.186
H  -0.285  0.240  -1.602
H  0.752  3.046  2.240
H  0.447  2.553  -1.939
H  -0.194  0.582  2.489

- E (eV) = -15418.3117
- spin multiplicity = 1
- orbital gap (spin up / spin down) (eV) = 7.276 / 5.798
- energy above the lowest of the compared OMol25 structures with the same formula, charge and spin (eV) = 5.425

***

Entry from OMol25: one molecule with the formula C9H8N4 (ωB97M-V/def2-TZVPD).

Cartesian coordinates (Å):
N  1.119  -0.224  -0.810
N  2.361  -0.872  -2.584
N  -0.234  -1.790  0.389
N  -0.212  1.813  0.085
C  -1.924  2.806  1.457
C  -0.867  2.895  0.505
C  -2.155  1.601  2.104
C  -0.626  0.609  0.627
C  -1.482  0.444  1.683
C  1.355  -2.549  -1.233
C  0.115  -0.530  -0.015
C  1.543  -1.220  -1.561
C  0.445  -2.792  -0.151
H  2.060  -3.275  -1.636
H  -1.747  -0.532  2.119
H  -2.352  3.704  1.892
H  -2.831  1.507  2.926
H  2.879  -1.592  -3.055
H  -0.619  3.835  0.027
H  0.275  -3.798  0.249
H  2.685  0.073  -2.571

- E (eV) = -15422.9939
- spin multiplicity = 1
- SMILES = Nc1ccnc(-c2ccccn2)n1
- orbital gap (eV) = 8.911
- energy above the lowest of the compared OMol25 structures with the same formula, charge and spin (eV) = 0.743

***

Entry from OMol25: a 2-piece molecular cluster, C9H8NO2 overall (ωB97M-V/def2-TZVPD).

Cartesian coordinates (Å):
O  1.930  2.020  1.070
O  -0.903  0.465  1.826
N  -0.457  0.662  -1.079
C  -0.075  -1.437  -2.203
C  -0.774  -0.459  4.078
C  1.286  -1.470  -1.797
C  -0.831  0.117  2.904
C  0.931  0.665  -0.695
C  1.416  1.518  0.183
C  1.794  -0.409  -1.116
C  -0.877  -0.322  -1.988
C  -1.335  1.522  -0.752
H  -1.280  -0.383  4.948
H  -0.501  -2.262  -2.907
H  -1.109  2.218  0.022
H  0.196  -0.753  4.170
H  1.933  -2.345  -2.236
H  -2.296  1.414  -1.236
H  2.941  -0.398  -0.960
H  -1.989  -0.362  -2.234

- E (eV) = -15036.1729
- charge = +1
- spin multiplicity = 1
- orbital gap (spin up / spin down) (eV) = 7.329 / 7.330
- energy above the lowest of the compared OMol25 structures with the same formula, charge and spin (eV) = 2.554

***

Entry from OMol25: one molecule with the formula C9H9Cl2N (ωB97M-V/def2-TZVPD).

Cartesian coordinates (Å):
Cl  3.180  -1.402  0.072
Cl  -3.041  -1.472  0.010
N  0.650  2.285  -0.324
C  -1.311  -1.452  -0.029
C  1.424  -1.391  -0.048
C  0.765  -0.193  -0.067
C  -1.446  1.027  -0.041
C  0.789  -2.661  -0.017
C  -0.638  -0.236  -0.059
C  1.504  1.153  -0.007
C  -0.620  2.172  0.394
C  -0.596  -2.691  -0.058
H  -2.340  0.958  0.592
H  -0.331  2.026  1.475
H  1.937  1.346  0.955
H  0.420  2.288  -1.338
H  2.286  1.077  -0.758
H  -1.125  3.168  0.311
H  -1.142  -3.634  -0.008
H  -1.793  1.197  -1.110
H  1.429  -3.566  0.056

- E (eV) = -36014.1653
- spin multiplicity = 1
- SMILES = Clc1ccc(Cl)c2c1CCNC2
- orbital gap (eV) = 9.713
- energy above the lowest of the compared OMol25 structures with the same formula, charge and spin (eV) = 0.051

***

Entry from OMol25: a 2-piece molecular cluster, C9H9Cl4NO2 overall (ωB97M-V/def2-TZVPD).

Cartesian coordinates (Å):
Cl  -2.736  0.139  1.841
Cl  1.917  2.873  1.980
Cl  -1.135  2.848  1.957
Cl  3.500  0.142  1.986
O  -1.031  -2.198  1.601
O  1.784  -2.189  1.886
N  -1.928  -3.318  -0.833
C  -1.200  -4.525  -0.518
C  -0.324  1.353  1.913
C  1.145  -1.129  1.819
C  -1.681  -2.737  -2.127
C  -0.399  -1.146  1.717
C  1.798  0.169  1.906
C  1.104  1.369  1.926
C  -1.030  0.155  1.821
C  -3.261  -3.184  -0.301
H  -1.616  -5.382  -1.081
H  -2.114  -1.721  -2.164
H  -3.961  -3.864  -0.828
H  -3.606  -2.143  -0.440
H  -3.241  -3.450  0.761
H  -1.297  -4.727  0.557
H  -0.596  -2.713  -2.305
H  -0.147  -4.392  -0.817
H  -2.147  -3.340  -2.935

- E (eV) = -65151.4021
- spin multiplicity = 1
- SMILES = O=C1C(=O)C(Cl)=C(Cl)C(Cl)=C1Cl.CN(C)C
- orbital gap (eV) = 5.007
- energy above the lowest of the compared OMol25 structures with the same formula, charge and spin (eV) = 0.000

***

Entry from OMol25: one molecule with the formula C9H9ClN2Se (ωB97M-V/def2-TZVPD).

Cartesian coordinates (Å):
Se  -0.259  2.317  -0.874
Cl  -0.015  -1.845  4.765
N  0.015  -0.265  -2.897
N  -0.681  -0.462  -1.918
C  -0.622  -0.370  0.563
C  0.421  0.118  1.367
C  -1.011  0.373  -0.876
C  0.660  -0.280  2.692
C  -1.171  -1.807  2.336
C  -0.183  -1.236  3.139
C  0.861  0.945  -3.102
C  -1.453  -1.419  1.043
C  1.276  1.603  -1.843
H  1.379  0.315  3.225
H  1.188  0.655  0.756
H  0.199  1.484  -3.740
H  -2.140  0.493  -0.735
H  1.741  0.874  -1.220
H  -1.638  -2.831  2.567
H  2.044  2.542  -2.116
H  -2.284  -1.872  0.552
H  1.674  0.668  -3.683

- E (eV) = -90324.2653
- spin multiplicity = 1
- SMILES = Clc1ccc([C@@H]2N=NCC[Se]2)cc1
- orbital gap (eV) = 8.769
- energy above the lowest of the compared OMol25 structures with the same formula, charge and spin (eV) = 0.411